{"formula": "C48H116B4F16N6O4", "method": "ωB97M-V/def2-TZVPD", "charge": 2, "de_lowest_kcal_mol": 20.77, "gap_ev": 9.883, "fmax_ev_per_a": 3.53, "e_lumo_ev": -2.6276, "elements": ["C", "C", "C", "N", "C", "C", "C", "C", "C", "H", "H", "H", "H", "H", "H", "H", "H", "H", "H", "H", "H", "H", "H", "H", "H", "H", "H", "C", "C", "C", "N", "C", "C", "C", "C", "C", "H", "H", "H", "H", "H", "H", "H", "H", "H", "H", "H", "H", "H", "H", "H", "H", "H", "H", "C", "C", "N", "C", "C", "C", "C", "C", "O", "C", "H", "H", "H", "H", "H", "H", "H", "H", "H", "H", "H", "H", "H", "H", "H", "H", "H", "H", "H", "H", "C", "C", "N", "C", "C", "C", "C", "C", "O", "C", "H", "H", "H", "H", "H", "H", "H", "H", "H", "H", "H", "H", "H", "H", "H", "H", "H", "H", "H", "H", "C", "C", "N", "C", "C", "C", "C", "C", "O", "C", "H", "H", "H", "H", "H", "H", "H", "H", "H", "H", "H", "H", "H", "H", "H", "H", "H", "H", "H", "H", "C", "C", "N", "C", "C", "C", "C", "C", "O", "C", "H", "H", "H", "H", "H", "H", "H", "H", "H", "H", "H", "H", "H", "H", "H", "H", "H", "H", "H", "H", "B", "F", "F", "F", "F", "B", "F", "F", "F", "F", "B", "F", "F", "F", "F", "B", "F", "F", "F", "F"], "positions_angstrom": [[-1.79681, -5.21147, -6.08120], [-3.32124, -5.46236, -5.73799], [-3.46789, -6.90928, -5.25086], [-4.76620, -7.38067, -4.54094], [-4.77970, -7.09402, -3.04950], [-5.89014, -6.61361, -5.12266], [-6.22931, -7.28071, -6.45649], [-5.91437, -8.78958, -6.15165], [-5.11662, -8.81958, -4.89110], [-1.86123, -4.26560, -6.57434], [-1.28324, -5.97784, -6.78889], [-1.10281, -5.27592, -5.23724], [-3.97394, -5.25226, -6.62366], [-3.53731, -4.79159, -4.94230], [-2.73178, -7.07744, -4.50682], [-3.20367, -7.47346, -6.17983], [-3.86311, -7.41327, -2.53097], [-5.59429, -7.70103, -2.63984], [-5.03504, -6.10521, -2.88393], [-6.75134, -6.67608, -4.46461], [-5.71310, -5.55592, -5.24169], [-7.31488, -7.13709, -6.64363], [-5.70253, -6.89663, -7.33601], [-6.78522, -9.44336, -6.21559], [-5.27837, -9.32037, -6.89076], [-5.67968, -9.23680, -4.03888], [-4.20513, -9.42325, -4.96497], [-2.48706, 1.36454, 8.86809], [-1.76885, 1.33036, 7.52799], [-0.30415, 1.30113, 7.68063], [0.51420, 1.53007, 6.40358], [0.30251, 0.36174, 5.51145], [2.00491, 1.60535, 6.76501], [2.59018, 2.69764, 5.96710], [1.44292, 3.19209, 5.01415], [0.09755, 2.87398, 5.74279], [-3.54249, 1.53481, 8.74787], [-2.15471, 2.16576, 9.49758], [-2.35717, 0.40305, 9.32421], [-2.08117, 2.12213, 6.90258], [-2.17180, 0.38869, 7.07523], [0.01033, 0.39138, 8.14145], [0.10293, 2.09979, 8.34318], [1.03339, 0.34073, 4.74284], [-0.66647, 0.33292, 5.11164], [0.45817, -0.58231, 6.09300], [2.40555, 0.67767, 6.38199], [2.14887, 1.67262, 7.79427], [3.43139, 2.35991, 5.32844], [3.02106, 3.47841, 6.51674], [1.64436, 2.77569, 4.07981], [1.42749, 4.28871, 4.84067], [-0.80655, 2.74041, 5.17321], [0.05059, 3.54251, 6.59738], [-7.59505, 0.97690, 3.11709], [-7.40101, 0.05148, 1.95164], [-7.15358, 0.60148, 0.53448], [-7.19950, -0.48314, -0.48776], [-8.14629, 1.67506, 0.09922], [-9.59367, 1.18031, 0.05695], [-5.73733, 1.10400, 0.65382], [-5.33156, 2.13243, -0.42182], [-5.35557, 1.46643, -1.72899], [-4.91575, 2.27584, -2.77082], [-7.65155, 0.31901, 4.01062], [-8.51542, 1.49875, 2.91205], [-6.71415, 1.66173, 3.24259], [-8.25225, -0.62893, 1.85350], [-6.55570, -0.59060, 2.17152], [-8.13463, -1.01703, -0.58819], [-6.33016, -1.17039, -0.28437], [-6.87645, 0.01740, -1.43516], [-7.67419, 2.01460, -0.77298], [-7.98000, 2.54200, 0.82059], [-9.94217, 0.89419, 1.04959], [-9.80605, 0.42387, -0.72405], [-10.29630, 1.94489, -0.30710], [-5.04196, 0.26757, 0.51443], [-5.51871, 1.54884, 1.57135], [-4.31218, 2.48186, -0.29225], [-5.99184, 3.05695, -0.42291], [-5.32791, 3.28672, -2.72363], [-5.21763, 1.72527, -3.63139], [-3.83443, 2.34674, -2.81738], [6.83568, -1.65080, 4.89942], [7.05207, -2.52606, 3.64327], [8.10803, -1.95194, 2.68569], [9.04230, -0.97826, 3.25327], [8.89998, -3.05156, 2.03804], [9.79187, -2.57985, 0.87005], [7.27440, -1.07769, 1.75151], [6.37974, -1.76001, 0.82063], [7.04141, -2.46556, -0.16237], [6.14494, -3.28146, -0.85723], [6.49743, -0.67346, 4.60565], [7.70460, -1.72903, 5.52344], [6.02630, -2.02163, 5.56796], [6.09761, -2.54964, 3.18801], [7.34804, -3.54483, 3.96211], [9.87295, -0.79660, 2.55594], [9.44447, -1.32596, 4.17048], [8.48371, -0.10426, 3.28332], [8.19028, -3.73433, 1.64594], [9.45339, -3.57039, 2.79536], [10.65243, -1.99851, 1.15130], [9.27145, -1.86551, 0.18326], [10.21564, -3.38725, 0.33913], [7.97441, -0.47396, 1.13409], [6.67541, -0.37408, 2.37566], [5.82482, -0.85382, 0.38344], [5.55538, -2.35859, 1.31271], [5.28164, -2.74686, -1.27496], [5.84601, -4.07378, -0.15056], [6.73506, -3.78310, -1.64204], [5.90325, 6.04006, -2.94928], [5.06193, 7.14950, -2.41479], [3.69541, 6.77184, -1.87611], [3.87938, 5.84814, -0.68990], [2.95706, 7.98214, -1.44054], [1.55248, 7.74473, -0.92219], [2.86411, 6.04126, -2.89430], [2.48153, 6.83230, -4.17514], [3.63764, 7.03696, -4.98276], [3.25094, 7.61536, -6.25627], [6.80213, 6.45614, -3.43350], [5.49682, 5.53215, -3.78183], [6.20448, 5.19918, -2.34909], [4.86417, 7.91316, -3.13841], [5.52374, 7.56840, -1.51386], [4.12755, 6.36750, 0.23617], [4.64437, 5.04404, -0.83385], [2.91956, 5.30229, -0.57501], [2.97376, 8.55119, -2.31775], [3.58556, 8.40943, -0.67350], [1.18990, 8.75863, -0.72531], [1.60239, 7.22726, 0.03447], [0.87358, 7.29983, -1.64285], [1.96064, 5.83161, -2.40933], [3.36803, 5.08266, -3.07041], [2.00760, 7.75998, -3.98166], [1.73844, 6.19990, -4.67920], [2.50597, 7.01736, -6.80319], [4.11470, 7.75472, -6.93366], [2.85607, 8.58149, -6.08448], [-1.03671, 0.34688, -2.84157], [-0.62465, -1.05800, -2.42460], [0.36000, -1.12706, -1.24587], [0.87957, -2.54789, -1.04194], [1.54171, -0.32018, -1.72053], [2.68812, -0.27308, -0.71261], [-0.37623, -0.67519, 0.03676], [-1.67654, -1.46321, 0.31866], [-2.72171, -1.03219, -0.51132], [-3.78415, -1.95676, -0.53351], [-1.77692, 0.34661, -3.65203], [-0.19665, 0.88010, -3.30212], [-1.40163, 1.06045, -2.09077], [-0.01313, -1.47701, -3.27056], [-1.39709, -1.80149, -2.31289], [1.46619, -2.60618, -0.14687], [1.45950, -2.84515, -1.89700], [0.01068, -3.22815, -0.89467], [1.18635, 0.64864, -1.95081], [1.87512, -0.81727, -2.65709], [3.23644, -1.26145, -0.65678], [2.35759, 0.03929, 0.27858], [3.41689, 0.42269, -1.15589], [-0.46342, 0.42613, 0.08304], [0.23375, -0.94062, 0.85290], [-1.92446, -1.28607, 1.35990], [-1.63965, -2.53352, 0.14003], [-4.24984, -1.94494, -1.54122], [-4.52509, -1.81064, 0.30472], [-3.41734, -2.93612, -0.33833], [3.74861, -0.08974, 3.24702], [4.01326, 0.04072, 4.64095], [3.68671, -1.38477, 2.85167], [2.54655, 0.47961, 2.94737], [4.80239, 0.56512, 2.62433], [-1.73570, -5.04018, -2.28315], [-2.72618, -5.64678, -3.06105], [-0.58690, -5.78104, -2.49482], [-1.63686, -3.71471, -2.67606], [-2.10884, -5.05388, -0.98665], [1.00007, 3.30948, -1.66206], [0.47157, 4.45345, -2.29882], [1.84659, 2.64992, -2.53694], [1.76648, 3.62838, -0.54272], [-0.03480, 2.46697, -1.25535], [-2.81785, 1.02660, 3.38115], [-1.55966, 0.85679, 2.66919], [-2.54266, 1.76290, 4.57729], [-3.64452, 1.80246, 2.55864], [-3.38358, -0.19997, 3.71237]], "forces_ev_per_angstrom": [[-0.24, -2.13, -0.96], [0.68, -0.88, -0.42], [0.41, -0.20, -1.17], [0.04, 1.05, -0.55], [0.12, -3.11, 0.05], [-1.21, 0.10, -1.08], [-0.80, -0.89, 0.19], [0.47, -0.38, -2.22], [0.25, -0.53, 1.85], [0.84, 0.71, -0.19], [-1.44, 1.13, 0.67], [-0.63, 0.63, 0.27], [0.65, -0.17, 0.65], [-0.38, 0.72, 0.54], [0.82, -0.29, 0.35], [-0.89, -0.46, 1.00], [-0.34, 0.39, -0.59], [-0.01, 0.04, -0.22], [0.10, 1.97, 0.21], [-0.03, -0.36, 0.25], [0.63, 0.17, 0.23], [0.71, -0.13, -0.02], [0.14, -0.03, 0.40], [-0.23, 0.34, 0.83], [-0.26, 0.98, -0.21], [0.17, 0.37, -0.28], [-0.07, 0.41, 0.03], [0.15, 0.24, -0.37], [-1.52, -1.51, -0.04], [1.76, 1.48, 0.22], [-1.27, -0.52, 1.14], [0.84, -1.27, 1.09], [-0.86, -1.22, -1.90], [0.06, 0.77, -2.58], [-0.45, 1.94, 1.67], [3.20, -1.48, 0.18], [-0.48, -0.11, -0.29], [0.46, 0.32, 0.56], [0.06, -0.36, 0.72], [-0.37, 0.90, -0.65], [0.69, 0.76, -0.21], [0.46, -0.85, 0.06], [-0.72, -0.27, -0.22], [0.58, 0.31, -0.90], [-1.33, 0.32, -0.53], [-0.09, 0.89, -0.20], [0.20, -0.37, 0.35], [-0.06, 0.18, 1.74], [-0.60, -0.18, 0.36], [0.19, 1.22, 1.20], [-0.53, -1.10, -1.60], [0.40, -0.52, 0.23], [-0.18, 0.05, -0.17], [-0.51, 0.27, -0.11], [0.96, 0.33, -0.31], [-0.35, -1.66, -0.64], [-0.28, -0.09, 1.54], [2.45, -0.24, -0.91], [0.35, 0.56, 2.56], [-0.29, 0.35, -0.99], [1.05, 0.66, -3.18], [-0.58, -0.19, -1.25], [-0.74, 0.33, 2.27], [0.40, 0.21, -0.13], [-0.18, 0.63, -0.51], [-0.30, 0.58, 0.70], [-0.99, -0.47, 0.03], [-0.06, 0.18, 0.01], [0.34, -0.13, -0.32], [-0.16, 0.20, 0.38], [-1.27, 0.44, 0.04], [-0.67, -0.51, 0.64], [-0.27, 0.38, -1.74], [-0.57, -1.15, -0.64], [0.02, -0.27, -0.19], [0.55, -0.13, 0.78], [0.57, 0.38, 0.44], [-0.41, 0.00, 0.25], [-0.13, 0.51, 1.64], [0.18, -0.08, 0.65], [0.64, -0.98, -0.11], [-0.20, -0.04, -0.18], [-0.34, 0.12, -1.05], [0.41, 0.11, 0.27], [-0.43, -1.20, -0.01], [0.83, -0.17, 2.36], [-1.07, 0.01, -0.50], [1.19, -0.63, -0.55], [0.19, 0.66, -1.41], [-0.76, 1.96, 0.36], [1.03, 0.85, -0.22], [-2.93, 1.09, -0.29], [0.43, 0.29, -0.22], [0.51, -1.42, -0.29], [0.27, 0.67, 0.17], [0.57, 0.73, 0.30], [0.28, -0.17, -0.94], [-0.59, -0.30, -1.05], [0.03, 0.55, -0.45], [-0.45, -0.26, 0.18], [0.22, -0.08, 0.94], [-0.49, 1.82, 1.01], [-0.74, -0.68, -0.34], [0.36, -0.01, 0.62], [0.49, 0.08, 0.73], [0.14, -1.19, 0.38], [-0.03, -1.12, -0.70], [-0.24, -0.33, 0.57], [0.44, -0.67, -0.30], [0.33, -1.17, 0.26], [0.89, 0.41, -0.38], [0.19, -0.04, 0.11], [-0.53, 0.13, -0.37], [-0.45, 0.35, 0.08], [1.01, -0.19, -1.20], [-0.34, 0.10, 1.66], [0.66, -1.71, 0.26], [-0.68, -1.51, -0.03], [0.22, -0.91, 0.65], [0.44, 0.90, 0.24], [0.83, 0.48, -1.08], [1.50, -1.87, 0.17], [-0.60, 0.10, -1.04], [0.79, -0.84, -0.18], [-0.12, 0.15, 0.65], [-1.14, -0.23, -1.09], [0.16, 0.24, 1.06], [0.23, 0.35, -0.49], [0.23, 0.28, -0.34], [-0.03, 0.41, -0.33], [-0.59, 0.97, -0.39], [0.63, 0.36, 0.22], [-0.16, 1.47, -0.99], [0.06, 0.50, 0.15], [-0.19, -0.16, 0.12], [-0.38, -0.24, -0.18], [0.01, -0.23, 0.18], [-1.16, -0.60, 0.61], [-0.22, 0.35, -0.36], [-0.56, 1.09, 0.45], [0.15, -0.01, -0.05], [0.16, -0.09, 0.40], [-0.15, -0.39, 0.74], [-0.64, 1.16, 0.20], [0.01, 0.90, -0.36], [1.21, -0.70, -1.39], [-0.72, -0.57, -0.30], [-2.11, -0.08, 0.14], [0.76, -0.88, 0.85], [0.63, -0.85, -0.80], [-0.34, -0.17, -0.65], [0.27, 0.74, -0.55], [-0.96, 0.58, -0.31], [-0.70, 0.52, 0.14], [-0.06, -0.60, 0.28], [-0.05, -0.18, 0.14], [0.01, -0.80, 0.09], [-0.51, 0.31, 0.64], [-0.22, 0.38, 0.52], [0.39, 0.32, 0.39], [0.06, -0.08, -0.39], [0.69, 0.49, -0.42], [-0.13, 0.86, -0.04], [-0.28, 0.35, 0.55], [-0.73, 0.97, 0.15], [0.27, 0.13, -0.05], [-0.24, 0.06, 0.52], [-0.30, -0.59, -0.44], [1.18, -0.23, 0.94], [0.06, 0.09, 0.36], [0.89, -0.32, 0.27], [0.06, 0.17, 0.72], [0.47, 0.28, -0.75], [0.39, -1.12, -0.19], [0.23, 0.78, 1.03], [-0.21, -0.32, 0.33], [0.50, -2.03, -0.31], [-1.23, 1.03, -0.18], [0.87, 0.45, -0.82], [0.25, -0.43, -0.70], [-0.60, 0.09, -0.29], [0.83, 0.13, -0.06], [0.38, 0.70, -0.63], [-0.47, -0.13, 2.07], [-0.26, -0.07, 0.24], [-0.05, 0.10, 0.19], [0.43, -0.42, -0.92], [0.18, 0.69, 0.55], [-0.26, 0.03, 0.11], [1.40, 0.55, -0.25], [-0.93, -0.21, 0.67], [-0.14, -0.30, -0.32], [-0.43, -0.12, -0.01], [-0.04, 0.05, -0.23]], "mulliken_charge": [-1.30, -0.36, -1.26, 0.53, -1.13, -0.90, -0.61, -0.57, -0.66, 0.39, 0.34, 0.26, 0.44, 0.36, 0.66, 0.47, 0.34, 0.48, 0.47, 0.60, 0.44, 0.42, 0.23, 0.37, 0.29, 0.32, 0.41, -1.66, 0.14, -1.18, 0.83, -1.13, -0.75, -0.37, -0.55, -0.37, 0.42, 0.38, 0.39, 0.35, 0.19, 0.49, 0.48, 0.45, 0.30, 0.30, 0.35, 0.42, 0.04, 0.42, 0.08, 0.51, 0.16, 0.40, -1.11, -0.58, 0.87, -0.89, -0.72, -1.29, -0.41, -1.31, -0.18, -0.68, 0.40, 0.32, 0.25, 0.56, 0.37, 0.39, 0.24, 0.39, 0.55, 0.43, 0.30, 0.34, 0.43, 0.15, 0.29, 0.83, 0.40, 0.33, 0.31, 0.07, -1.43, -0.09, 0.58, -1.18, -0.59, -1.33, -1.39, -0.40, -0.26, -0.75, 0.27, 0.49, 0.40, 0.16, 0.40, 0.41, 0.36, 0.47, 0.49, 0.59, 0.41, 0.25, 0.44, 0.62, 0.58, 0.07, 0.47, 0.19, 0.37, 0.31, -1.38, -0.42, 0.26, -0.99, -0.67, -1.23, -0.63, -1.27, -0.24, -0.83, 0.38, 0.40, 0.37, 0.49, 0.50, 0.29, 0.24, 0.49, 0.59, 0.58, 0.49, 0.34, 0.23, 0.33, 0.74, 0.49, 0.57, 0.31, 0.25, 0.36, -1.42, -0.41, 1.06, -0.85, -0.22, -1.11, -0.44, -0.95, -0.02, -0.52, 0.55, 0.48, 0.04, 0.64, 0.38, 0.28, 0.42, 0.04, -0.04, 0.40, 0.05, 0.14, 0.68, 0.29, 0.35, 0.36, 0.14, 0.26, 0.09, 0.33, 0.56, -0.44, -0.33, -0.39, -0.35, -0.24, 0.11, -0.40, -0.20, -0.41, 0.06, -0.32, -0.39, -0.42, -0.07, 0.13, -0.29, -0.19, -0.15, -0.41]}